{"formula": "C12H23CoN2O2P2Se", "method": "ωB97M-V/def2-TZVPD", "total_charge": 2, "relative_energy_ev": 0.000, "homo_ev": [-13.789, -15.480], "total_energy_ev": -141427.35268, "lumo_ev": [-6.252, -9.637], "s_squared": 6.0478, "multiplicity": 5, "elements": ["Co", "P", "C", "C", "N", "C", "C", "C", "C", "C", "P", "H", "H", "H", "H", "H", "H", "H", "H", "O", "H", "H", "O", "H", "C", "H", "H", "H", "C", "H", "H", "H", "C", "H", "H", "H", "C", "H", "H", "H", "Se", "C", "N"], "xyz": [[-0.23709, -0.15522, 0.89664], [1.82337, -0.66563, 1.03477], [2.14416, -0.76146, -0.75053], [0.95599, -1.39370, -1.39999], [-0.23967, -1.07508, -0.86461], [-1.40068, -1.39495, -1.47294], [-1.39284, -2.24496, -2.57841], [-0.17298, -2.64388, -3.11377], [1.01042, -2.18693, -2.53899], [-2.64361, -0.81523, -0.84649], [-2.11404, 0.60856, 0.19323], [2.00232, -2.44345, -2.90089], [-2.33424, -2.55047, -3.01555], [-0.11820, -3.30867, -3.96839], [-3.37431, -0.47204, -1.58644], [-3.17377, -1.51554, -0.18754], [2.24153, 0.33362, -1.06240], [3.07123, -1.29315, -0.96576], [1.21757, 2.68271, -0.66381], [1.74379, 1.97747, -1.15821], [2.16485, 2.38821, -1.92457], [-0.05543, 3.06884, 0.98627], [0.19098, 3.53003, 0.14442], [0.06363, 4.49160, 0.27460], [-2.07786, 1.93801, -1.04539], [-2.97775, 1.87237, -1.67271], [-2.00959, 2.91003, -0.53822], [-1.19146, 1.82131, -1.68371], [-3.42491, 0.90968, 1.38453], [-3.14266, 1.77199, 2.00065], [-4.38623, 1.09089, 0.88890], [-3.49457, 0.04401, 2.05430], [2.10575, -2.29512, 1.69664], [3.13517, -2.60622, 1.48554], [1.93017, -2.25520, 2.78050], [1.41255, -3.02027, 1.25526], [3.09455, 0.43192, 1.65821], [2.85100, 0.68877, 2.69820], [4.06338, -0.08800, 1.61901], [3.13152, 1.34583, 1.04822], [-0.00553, 0.50222, 5.49172], [-0.14229, 0.44142, 3.77002], [-0.24427, 0.33565, 2.57768]], "forces_ev_per_a": [[-0.4, -0.5, -1.6], [3.2, 0.0, -1.1], [0.5, 0.2, -0.2], [-0.2, -0.1, -0.6], [-0.2, -0.3, -0.8], [0.2, -0.9, -0.3], [-0.2, 0.6, 0.2], [0.4, 0.0, 0.3], [0.2, 0.1, 0.4], [-0.2, 0.0, 0.4], [-2.5, 1.2, -1.6], [-0.3, -0.1, -0.3], [0.1, 0.0, -0.1], [-0.2, 0.1, 0.0], [0.2, -0.1, 0.0], [0.2, -0.1, -0.2], [-0.2, -1.5, 0.3], [0.0, -0.1, -0.1], [0.9, -0.6, -0.9], [-0.5, 1.0, 0.3], [-0.1, 0.1, 0.2], [0.3, 1.0, -0.9], [-0.7, 0.2, 1.5], [0.2, -0.7, 0.1], [-0.2, 0.2, 0.0], [0.2, 0.2, 0.2], [-0.1, -0.3, -0.4], [-0.2, 0.0, 0.2], [-0.3, 0.1, 0.1], [-0.2, -0.1, -0.2], [0.2, 0.0, 0.2], [-0.1, 0.1, -0.2], [0.0, -0.5, 0.5], [-0.2, 0.0, 0.2], [0.2, -0.2, -0.2], [0.1, 0.1, 0.1], [0.3, 0.0, 0.4], [0.3, 0.0, -0.2], [-0.2, 0.3, 0.1], [-0.1, -0.3, 0.2], [0.1, 0.1, 0.5], [-0.4, -0.3, -2.2], [-0.1, 1.0, 5.8]], "mulliken_spin": [2.684, 0.139, 0.040, -0.006, 0.042, 0.010, 0.000, 0.004, -0.007, 0.008, 0.126, 0.001, 0.000, 0.000, 0.005, -0.004, 0.006, 0.008, -0.001, 0.006, -0.001, 0.003, 0.002, 0.000, 0.024, 0.006, 0.002, -0.005, 0.001, -0.001, 0.006, -0.001, 0.007, 0.007, 0.001, -0.003, 0.005, 0.006, 0.007, -0.008, 0.814, -0.110, 0.179]}

{"formula": "C12H23F9IN7O16PS", "method": "ωB97M-V/def2-TZVPD", "total_charge": 1, "relative_energy_ev": 6.262, "homo_ev": -12.100, "total_energy_ev": -108653.09605, "lumo_ev": -5.962, "multiplicity": 1, "elements": ["O", "P", "N", "C", "C", "O", "I", "S", "O", "O", "C", "F", "F", "C", "F", "F", "C", "F", "F", "C", "F", "F", "F", "H", "H", "H", "H", "H", "C", "N", "O", "O", "H", "H", "H", "C", "N", "O", "O", "H", "H", "H", "C", "N", "O", "O", "H", "H", "H", "C", "N", "O", "O", "H", "H", "H", "C", "N", "O", "O", "H", "H", "H", "C", "N", "O", "O", "H", "H", "H"], "xyz": [[0.49200, -4.61410, -0.17392], [0.24610, -3.44559, -1.22649], [-1.30807, -2.54764, -0.92575], [-1.84317, -1.86065, -2.15919], [-1.42803, -0.29999, -2.36393], [-2.08942, 0.75846, -1.88899], [0.36358, 0.19236, -3.60157], [-1.30847, -1.60657, 0.53674], [-2.71015, -0.88210, 0.59316], [-1.36689, -2.64998, 1.72073], [0.03643, -0.35020, 0.74516], [-0.61713, 1.01189, 0.68953], [1.09911, -0.32956, -0.27876], [0.78456, -0.36692, 2.24116], [1.39056, 1.01250, 2.36284], [-0.19025, -0.45736, 3.36969], [2.03815, -1.41412, 2.33679], [3.29670, -0.65976, 1.97636], [1.97871, -2.56636, 1.41133], [2.31299, -2.02465, 3.84587], [3.45972, -2.99008, 3.68810], [1.16847, -2.87626, 4.34365], [2.75171, -1.00823, 4.83996], [0.01824, -4.12927, -2.50809], [1.37395, -2.58288, -1.44268], [-1.99573, -3.34220, -0.74005], [-3.02629, -1.98211, -2.26046], [-1.40450, -2.45895, -3.09456], [-1.05317, 3.68256, 1.83336], [-0.97119, 5.11509, 1.44000], [-1.92110, 5.84286, 1.75144], [0.04455, 5.46857, 0.82973], [-1.99477, 3.51414, 2.36012], [-1.01077, 3.08687, 0.91927], [-0.20325, 3.47073, 2.48544], [0.15549, 8.49142, -0.47101], [0.83234, 9.63472, -1.14060], [2.05676, 9.55641, -1.29436], [0.11530, 10.57850, -1.49305], [0.90355, 7.73752, -0.21704], [-0.32620, 8.87567, 0.43040], [-0.57779, 8.08644, -1.17152], [-3.96714, -2.90339, -5.81171], [-2.87155, -3.06483, -4.81812], [-2.09373, -2.11449, -4.67377], [-2.82338, -4.14105, -4.21105], [-3.88800, -1.91413, -6.26730], [-3.84729, -3.68528, -6.56437], [-4.91407, -3.00750, -5.27793], [4.87956, 8.67417, -0.33892], [5.07623, 8.11954, 1.02758], [4.87422, 6.90942, 1.18179], [5.42796, 8.91468, 1.90686], [4.57263, 7.86684, -1.00711], [4.10261, 9.43873, -0.27558], [5.83155, 9.10088, -0.66152], [-1.30304, -4.87364, 4.78243], [-2.08458, -5.54696, 5.85454], [-2.99221, -6.30833, 5.50027], [-1.76478, -5.29220, 7.02156], [-1.69106, -5.18856, 3.81148], [-1.42258, -3.79639, 4.91451], [-0.25959, -5.17460, 4.89677], [0.39829, -7.87114, -2.75875], [0.01007, -6.43487, -2.75392], [0.68184, -5.66460, -3.44990], [-0.95820, -6.12127, -2.05163], [1.26071, -8.00182, -3.41573], [0.64954, -8.14804, -1.73288], [-0.45667, -8.44236, -3.12644]], "forces_ev_per_a": [[-1.0, 4.9, -3.1], [3.1, -7.2, 1.7], [-0.2, 0.2, -1.0], [-1.0, 0.5, -2.7], [-3.0, 5.9, 2.3], [4.0, -7.6, -2.9], [-1.4, -0.8, 1.0], [-10.1, -1.4, 8.4], [6.4, -2.1, -1.6], [2.3, 3.8, -5.2], [2.7, 5.3, -0.8], [1.9, -5.1, -0.1], [-3.5, -0.5, 3.1], [-0.2, 2.9, 1.8], [-2.1, -4.7, -0.5], [3.4, 0.0, -4.1], [3.1, -0.5, -0.6], [-4.4, -2.5, 1.1], [-0.4, 3.8, 2.7], [1.9, -2.5, 2.3], [-4.1, 3.5, 0.6], [4.0, 3.5, -1.8], [-2.2, -3.8, -3.9], [-0.3, 1.4, 0.8], [-1.1, 0.4, 0.4], [0.8, 0.8, 0.4], [2.6, 0.5, 0.8], [-0.8, 1.4, 2.3], [-0.2, -0.2, 0.1], [-0.2, 1.2, -0.1], [1.6, -0.9, -0.6], [-1.4, -0.4, 0.8], [0.2, 0.2, -0.2], [0.1, 0.3, 0.2], [-0.1, 0.0, -0.2], [0.2, -0.3, 0.2], [0.1, 1.0, -0.5], [-1.6, 0.3, 0.0], [1.3, -1.4, 0.5], [-0.2, 0.3, -0.1], [0.0, 0.0, -0.3], [0.1, 0.2, 0.2], [-0.2, 0.3, -0.3], [-0.1, -0.7, 0.1], [-0.7, -1.2, -0.8], [0.4, 1.9, -0.6], [0.1, -0.2, 0.2], [-0.1, 0.0, 0.2], [0.2, -0.1, -0.1], [0.0, 0.0, -0.3], [0.2, -0.3, 1.0], [0.3, 1.6, 0.1], [-0.5, -1.4, -1.2], [0.1, 0.2, 0.3], [0.3, -0.1, 0.0], [-0.2, 0.0, 0.2], [0.0, 0.0, -0.3], [-0.7, -0.6, 0.9], [1.2, 1.1, 0.6], [-0.6, -0.4, -1.8], [0.0, 0.0, 0.3], [0.1, -0.2, 0.1], [-0.2, 0.2, 0.1], [0.3, -0.3, -0.2], [-0.5, 0.1, 0.3], [-1.0, -0.4, 0.9], [1.4, -0.2, -1.3], [-0.2, 0.2, 0.1], [-0.2, 0.1, -0.1], [0.1, 0.1, 0.2]], "mulliken_charge": [-0.557, 0.638, -0.205, -0.188, -0.102, -0.432, 0.110, 0.940, -0.563, -0.449, 0.532, -0.109, -0.199, 0.334, -0.256, -0.219, 0.645, -0.252, -0.191, 0.476, -0.226, -0.142, -0.195, -0.003, 0.179, 0.586, 0.347, 0.428, -0.671, 0.867, -0.517, -0.505, 0.326, 0.220, 0.295, -0.688, 0.837, -0.528, -0.512, 0.296, 0.298, 0.276, -0.809, 0.838, -0.510, -0.447, 0.337, 0.300, 0.317, -0.617, 0.847, -0.520, -0.506, 0.264, 0.244, 0.309, -0.723, 0.860, -0.516, -0.508, 0.308, 0.265, 0.313, -0.828, 0.931, -0.583, -0.421, 0.334, 0.304, 0.297]}

{"formula": "C12H23FIN2O2Si2", "method": "ωB97M-V/def2-TZVPD", "total_charge": -1, "homo_ev": -3.804, "total_energy_ev": -46468.81198, "lumo_ev": 1.874, "multiplicity": 1, "elements": ["C", "C", "C", "C", "N", "Si", "C", "C", "C", "O", "O", "Si", "I", "C", "C", "C", "C", "N", "C", "H", "H", "H", "H", "H", "H", "H", "H", "H", "H", "H", "H", "H", "H", "H", "H", "H", "H", "H", "H", "H", "H", "H", "F"], "xyz": [[-0.68940, -0.21822, 3.08142], [-0.45059, -1.79536, 2.95021], [0.93552, -2.18200, 2.30379], [0.98811, -2.08480, 0.72600], [1.20518, -0.67166, 0.31951], [0.25313, -0.15999, -1.06801], [0.80772, 1.62503, -1.51707], [2.36421, 1.85760, -1.61500], [2.55691, 3.42088, -1.92651], [3.08408, 1.61224, -0.40350], [0.30393, -1.24225, -2.39927], [1.87061, -1.69173, -2.86178], [2.30922, -1.54220, -5.27814], [-1.60272, 0.01297, -0.62699], [-2.35297, -1.07084, 0.06165], [-3.76009, -0.82479, 0.38274], [-4.31537, 0.47566, -0.01520], [-3.67901, 1.47756, -0.68476], [-2.37038, 1.21589, -0.96216], [0.25098, 0.37803, 2.96495], [-1.51871, 0.12614, 2.40052], [-1.05221, -0.01833, 4.13207], [-0.41089, -2.16659, 4.01893], [-1.32993, -2.32313, 2.49289], [1.72984, -1.50615, 2.71277], [1.15893, -3.24652, 2.60841], [1.92473, -2.64943, 0.41861], [0.13959, -2.59992, 0.20360], [1.15095, -0.02538, 1.10374], [0.44906, 2.26742, -0.65257], [0.24478, 2.01826, -2.41417], [2.84975, 1.34290, -2.49148], [3.63611, 3.71931, -1.87170], [2.12440, 3.59947, -2.95325], [1.90026, 3.99925, -1.21899], [2.75467, 2.23351, 0.27238], [2.14186, -3.07760, -2.42259], [2.88016, -0.86178, -2.17449], [-1.90452, -2.04721, 0.34292], [-4.40314, -1.56016, 0.92098], [-5.38329, 0.66323, 0.26484], [-1.81197, 2.02007, -1.51321], [-4.97953, 1.50059, 2.38792]], "forces_ev_per_a": [[-0.9, -0.6, 0.4], [0.6, 0.6, 1.1], [-1.1, -0.6, -0.5], [1.6, -0.3, 1.0], [-1.1, -0.8, -1.2], [-1.7, 1.3, 0.4], [0.5, -0.3, 0.4], [-0.3, 2.9, -0.8], [-0.8, -0.8, -0.5], [-0.4, -0.3, -0.2], [2.3, 0.3, 0.5], [-0.9, -0.1, 0.7], [-0.2, 0.0, 0.3], [-2.0, -0.5, 0.4], [-2.0, 2.1, -0.4], [2.2, 1.4, -1.3], [-0.4, -0.8, 0.7], [1.2, -2.3, 0.5], [0.9, -1.1, 0.3], [-0.8, -0.5, -0.1], [1.1, -0.1, 0.6], [0.3, -0.1, -1.1], [0.0, 0.2, -1.1], [0.9, 0.6, 0.2], [-0.5, -0.6, -0.3], [0.0, 1.1, -0.4], [-1.0, 0.4, 0.2], [0.5, 0.6, 0.6], [0.1, -0.2, -0.3], [0.3, -0.7, -0.8], [0.8, -0.5, 0.7], [-0.4, 0.0, 1.3], [-1.0, -0.2, 0.0], [0.7, 0.1, 0.9], [0.9, -0.4, -0.5], [0.1, -0.4, -0.5], [-0.2, 0.0, -0.3], [-0.1, 0.1, -0.2], [-0.2, 0.9, -0.3], [0.7, 0.8, -0.5], [1.3, 0.0, -0.2], [-0.8, -0.7, 0.6], [0.0, -0.2, -0.2]], "mulliken_charge": [-0.894, -0.258, -1.076, -0.369, 0.101, -0.246, -0.772, 0.144, -1.357, -0.517, -0.230, 0.336, -0.166, 0.602, -0.449, -0.497, -0.105, -0.584, -0.073, 0.266, 0.130, 0.343, 0.368, 0.282, 0.334, 0.374, 0.200, 0.339, 0.222, 0.455, 0.434, 0.260, 0.327, 0.355, 0.350, 0.391, -0.152, -0.091, 0.316, 0.355, 0.244, 0.232, -0.923]}

Values for molar mass, g mol⁻¹, ordered as above
427.2 882.3 429.4